A structure of composition C20H37AgF6NO6 in a non-equilibrium geometry, computed with ωB97M-V with the def2-TZVPD basis set.

XYZ file:
```
71
Properties=species:S:1:pos:R:3:lowdin_charge:R:1
Ag -2.75 -5.54 -15.45 0.825
C -0.17 -5.26 -18.33 -0.519
O 0.82 -6.36 -18.45 -0.096
O -0.97 -5.57 -17.37 -0.164
C 0.68 -3.98 -18.19 -0.552
F -0.06 -2.85 -18.25 0.100
F 1.39 -3.96 -17.05 0.139
F 1.58 -3.85 -19.21 0.087
C 1.33 -6.71 -19.69 -0.343
C 2.21 -7.94 -19.56 -0.086
H 2.87 -8.03 -20.44 0.060
H 2.78 -7.93 -18.64 0.073
H 1.59 -8.84 -19.61 0.065
H 1.90 -5.89 -20.15 0.097
H 0.54 -6.90 -20.44 0.109
H -0.61 -5.24 -19.36 0.135
C -2.19 -8.34 -14.27 -0.563
O -3.50 -7.84 -14.58 -0.165
O -1.36 -7.69 -15.02 -0.145
C -1.93 -8.25 -12.74 -0.540
F -0.62 -8.15 -12.45 0.132
F -2.51 -7.15 -12.19 0.096
F -2.40 -9.34 -12.08 0.094
C -4.64 -8.68 -14.48 -0.269
C -5.82 -7.89 -15.01 -0.076
H -5.84 -6.83 -14.75 0.049
H -5.85 -7.97 -16.10 0.069
H -6.74 -8.39 -14.70 0.068
H -4.82 -8.92 -13.42 0.112
H -4.51 -9.60 -15.05 0.118
H -2.17 -9.45 -14.47 0.144
C -3.77 -3.02 -11.58 -0.028
C -3.98 -3.32 -13.08 -0.506
C -4.89 -2.22 -13.63 -0.147
C -4.20 -0.88 -13.83 -0.178
C -3.03 -1.11 -14.76 -0.142
C -2.00 -2.15 -14.31 -0.510
N -2.74 -3.32 -13.84 -0.110
O -1.91 -4.40 -13.48 -0.058
C -1.13 -2.48 -15.51 -0.034
C -1.15 -1.58 -13.17 -0.026
C -4.73 -4.66 -13.22 -0.031
H -2.93 -3.62 -11.21 0.085
H -4.66 -3.21 -10.98 0.080
H -3.44 -2.00 -11.36 0.058
H -5.18 -2.51 -14.65 0.108
H -5.83 -2.17 -13.07 0.125
H -3.90 -0.45 -12.87 0.103
H -4.86 -0.14 -14.30 0.110
H -2.45 -0.18 -14.88 0.122
H -3.35 -1.28 -15.79 0.113
H -0.56 -3.39 -15.31 0.085
H -1.75 -2.62 -16.38 0.078
H -0.38 -1.70 -15.64 0.094
H -0.31 -2.23 -12.87 0.087
H -0.61 -0.70 -13.54 0.086
H -1.70 -1.38 -12.25 0.064
H -5.50 -4.76 -12.45 0.089
H -4.02 -5.47 -13.18 0.056
H -5.23 -4.62 -14.19 0.065
H -1.35 -4.12 -12.74 0.102
C -5.45 -5.28 -19.15 -0.009
C -5.18 -4.30 -18.03 -0.488
O -4.50 -4.60 -17.08 0.031
C -5.90 -2.97 -18.07 -0.017
H -6.42 -5.72 -18.93 0.089
H -4.62 -5.97 -19.20 0.093
H -5.59 -4.74 -20.09 0.075
H -5.69 -2.48 -19.03 0.082
H -5.51 -2.32 -17.29 0.067
H -6.98 -3.11 -18.04 0.086
```

Properties
Calculated total energy = -2036.57480 hartree
E_HOMO = -0.1532 Ha
Total charge = -1
Orbital gap = 0.238 hartree
M = 609.4 g/mol